(1)
The following is a DFT calculation (the ωB97M-V functional and the def2-TZVPD basis) of a molecular structure, C30H24AsHgSi.

Each line ends with the Mulliken charge.
CARTESIAN COORDINATES (ANGSTROEM)
Hg -2.982 0.006 -1.689  0.067
C -2.341 0.209 6.423  -0.419
C -1.497 -0.722 5.841  -0.686
C -1.407 -0.816 4.462  -0.031
C -2.165 0.024 3.658  0.468
C -3.013 0.952 4.250  -0.432
C -3.098 1.052 5.625  -0.653
As -2.161 -0.033 1.691  0.009
C -1.076 1.573 1.550  0.366
C -1.523 2.882 1.578  -0.564
C -0.613 3.925 1.515  -0.565
C 0.739 3.653 1.397  -0.871
C 1.195 2.347 1.362  -0.343
C 0.296 1.291 1.455  0.022
C 0.622 -0.135 1.423  0.269
C 1.888 -0.691 1.285  -0.127
C 2.040 -2.063 1.193  -0.879
C 0.937 -2.899 1.248  -0.496
C -0.331 -2.359 1.390  -0.854
C -0.491 -0.988 1.479  0.654
H -2.419 0.266 7.498  0.376
H -0.911 -1.386 6.462  0.382
H -0.736 -1.541 4.019  0.328
H -3.606 1.610 3.620  0.248
H -3.762 1.774 6.078  0.382
H -2.586 3.091 1.644  0.416
H -0.961 4.948 1.548  0.409
H 1.442 4.471 1.325  0.403
H 2.254 2.161 1.262  0.416
H 2.762 -0.060 1.224  0.395
H 3.024 -2.489 1.063  0.395
H 1.063 -3.969 1.167  0.492
H -1.201 -3.006 1.424  0.446
C 1.457 -4.345 -3.143  -0.441
C 2.364 -3.305 -3.256  -0.682
C 2.014 -2.033 -2.846  -0.402
C 0.755 -1.768 -2.316  0.498
C -0.145 -2.821 -2.212  0.064
C 0.198 -4.098 -2.622  -0.589
Si 0.366 0.027 -1.831  -0.067
C 0.425 1.101 -3.376  0.467
C 1.249 2.225 -3.393  -0.186
C 1.361 3.006 -4.525  -0.524
C 0.636 2.687 -5.661  -0.465
C -0.206 1.585 -5.653  -0.545
C -0.309 0.801 -4.520  -0.440
H 1.732 -5.340 -3.462  0.395
H 3.346 -3.486 -3.670  0.396
H 2.726 -1.227 -2.952  0.366
H -1.137 -2.649 -1.810  0.149
H -0.513 -4.907 -2.544  0.397
H 1.503 0.539 -1.043  -0.247
H 1.821 2.480 -2.511  0.348
H 2.009 3.872 -4.521  0.381
H 0.714 3.303 -6.544  0.367
H -0.787 1.345 -6.531  0.384
H -0.957 -0.068 -4.527  0.355

Properties
* E_LUMO (spin up / spin down): 0.34 / -0.99 eV
* HOMO-LUMO gap (spin up / spin down): 0.2649 / 0.2739 Ha
* highest occupied orbital energy (spin up / spin down): -6.87 / -8.44 eV
* electronic energy: -104389.60292 eV
* energy above the lowest of the compared OMol25 structures with the same formula, charge and spin: 0.0 kcal/mol
* multiplicity: 2
* <S²>: 0.757

(2)
The following is a DFT calculation (the ωB97M-V functional and the def2-TZVPD basis) of a molecular structure, C30H24AuN8S at a distorted geometry.

Each line ends with the Mulliken charge.
CARTESIAN COORDINATES (ANGSTROEM)
Au 1.399 1.041 -1.180  0.834
C 0.806 4.019 3.289  -0.481
C 0.736 2.645 3.468  -0.974
C 1.348 1.792 2.565  0.527
C 2.023 2.318 1.466  -0.759
C 2.108 3.697 1.298  -0.068
C 1.512 4.544 2.216  -0.666
N 2.513 1.466 0.442  -0.151
C 3.427 0.502 0.654  0.746
C 4.215 0.397 1.822  -0.570
C 5.131 -0.614 1.927  -0.634
C 5.345 -1.553 0.886  -0.718
C 4.624 -1.478 -0.266  -0.518
C 3.644 -0.466 -0.385  0.869
N 2.800 -0.338 -1.427  0.636
N 2.690 -1.141 -2.410  -1.325
C 1.673 -0.831 -3.263  0.440
C 1.477 -1.569 -4.432  -0.529
C 0.441 -1.244 -5.279  -0.243
C -0.394 -0.172 -4.964  -0.894
C -0.172 0.517 -3.794  0.022
N 0.818 0.199 -2.957  -0.198
H 0.306 4.679 3.986  0.432
H 0.186 2.232 4.304  0.413
H 1.275 0.717 2.688  0.361
H 2.635 4.087 0.437  0.452
H 1.579 5.615 2.082  0.416
H 4.084 1.122 2.613  0.502
H 5.716 -0.699 2.834  0.424
H 6.071 -2.341 1.023  0.426
H 4.767 -2.166 -1.087  0.504
H 2.157 -2.382 -4.637  0.502
H 0.268 -1.815 -6.180  0.423
H -1.205 0.123 -5.613  0.441
H -0.797 1.348 -3.493  0.498
S -0.220 2.735 -1.017  -0.448
C -1.395 1.873 -0.034  0.669
N -2.346 2.602 0.489  -0.967
N -3.446 2.072 0.999  0.200
C -4.180 0.953 0.586  0.833
C -3.971 0.334 -0.648  -0.387
C -4.787 -0.712 -1.041  -0.374
C -5.804 -1.163 -0.210  -0.624
C -6.016 -0.545 1.013  -0.536
C -5.216 0.512 1.410  -0.564
N -1.382 0.538 0.191  -0.336
N -0.305 -0.100 0.211  0.409
C -0.425 -1.481 0.380  -0.243
C 0.697 -2.178 0.836  0.277
C 0.606 -3.533 1.097  -0.977
C -0.595 -4.201 0.906  -0.496
C -1.714 -3.513 0.447  -0.610
C -1.633 -2.163 0.173  -0.126
H -3.885 2.678 1.671  0.226
H -3.200 0.702 -1.308  0.500
H -4.638 -1.172 -2.009  0.409
H -6.434 -1.984 -0.523  0.424
H -6.813 -0.888 1.658  0.387
H -5.387 1.001 2.362  0.383
H 1.618 -1.638 1.017  0.336
H 1.465 -4.072 1.473  0.430
H -0.666 -5.258 1.125  0.397
H -2.650 -4.039 0.316  0.451
H -2.484 -1.609 -0.201  0.218

Properties
* E_LUMO (spin up / spin down): -5.00 / -4.99 eV
* HOMO-LUMO gap (spin up / spin down): 0.1753 / 0.1755 Ha
* highest occupied orbital energy (spin up / spin down): -9.77 / -9.77 eV
* electronic energy: -57938.33561 eV
* multiplicity: 1
* charge: +1

(3)
The following is a DFT calculation (the ωB97M-V functional and the def2-TZVPD basis) of a molecular structure, C30H24BrMoN7OS at a distorted geometry.

Each line ends with the Mulliken charge.
CARTESIAN COORDINATES (ANGSTROEM)
Mo 0.112 0.039 -0.309  -0.330
C 1.101 -0.878 3.969  -1.829
C 0.536 -0.816 2.586  0.409
N 0.964 0.061 1.733  1.884
N 1.941 0.902 2.148  -1.971
C 2.027 1.981 1.397  0.730
N 2.985 2.877 1.750  -0.493
S 1.031 2.362 0.056  -0.398
C -0.531 -1.712 2.140  0.852
C -1.037 -2.743 2.929  -1.164
C -2.077 -3.520 2.451  -0.510
C -2.596 -3.262 1.193  -1.088
C -2.030 -2.237 0.454  -0.263
N -1.033 -1.491 0.909  0.869
H 1.257 0.137 4.331  0.409
H 2.083 -1.358 3.964  0.271
H 0.452 -1.409 4.660  0.525
H 3.389 2.770 2.666  0.242
H 2.960 3.793 1.341  0.230
H -0.626 -2.944 3.906  0.413
H -2.475 -4.322 3.059  0.434
H -3.410 -3.839 0.780  0.473
H -2.377 -2.006 -0.544  0.448
Br -7.345 0.308 0.054  -0.216
C -5.473 0.534 0.246  -0.277
C -4.925 0.712 1.521  -0.478
C -3.573 0.882 1.672  -0.536
C -2.689 0.859 0.563  0.664
O -1.428 1.057 0.750  -0.464
C -3.265 0.662 -0.720  0.057
C -2.487 0.669 -1.929  -0.196
N -1.226 0.420 -2.029  0.425
C -0.592 0.464 -3.296  1.099
C -1.256 0.408 -4.511  -0.798
C -0.554 0.486 -5.711  -1.083
C 0.819 0.618 -5.687  -0.762
C 1.514 0.623 -4.479  0.820
C 2.944 0.804 -4.407  -0.717
C 3.564 0.624 -3.238  -1.021
C 2.789 0.159 -2.075  -0.445
N 1.449 0.476 -2.044  0.159
C 0.816 0.512 -3.254  -0.467
C -4.660 0.534 -0.855  -0.710
H -5.576 0.726 2.386  0.435
H -3.139 1.043 2.650  0.505
H -3.048 0.916 -2.828  0.346
H -2.329 0.281 -4.542  0.366
H -1.086 0.442 -6.651  0.377
H 1.379 0.706 -6.610  0.425
H 3.481 1.111 -5.296  0.441
H 4.630 0.759 -3.121  0.452
H 3.284 0.338 -1.124  0.713
H -5.087 0.419 -1.844  0.500
N 0.967 -1.601 -0.666  -0.191
C 2.226 -1.881 -0.877  0.150
C 2.831 -1.719 -2.183  0.327
C 4.192 -2.170 -2.356  -0.847
C 4.983 -2.427 -1.291  -0.531
C 4.434 -2.359 0.023  -0.690
C 3.119 -2.104 0.229  -0.358
H 2.170 -1.822 -3.038  0.663
H 4.584 -2.237 -3.363  0.411
H 6.018 -2.713 -1.418  0.421
H 5.084 -2.530 0.872  0.415
H 2.699 -2.066 1.225  0.472

Properties
* E_LUMO: -0.42 eV
* HOMO-LUMO gap: 0.2317 Ha
* highest occupied orbital energy: -6.72 eV
* electronic energy: -126711.63382 eV
* energy above the lowest of the compared OMol25 structures with the same formula, charge and spin: 55.3 kcal/mol
* multiplicity: 1

Q: Look up the multiplicity of the second one.
A: 1